Record 1
{"formula": "C22H22N3OPd", "method": "the ωB97M-V functional and the def2-TZVPD basis", "homo_ev": [-0.982, -0.959], "lumo_ha": [0.10317, 0.10323], "charge": -1, "gap_ev": [3.7892, 3.7682], "relative_energy_ev": 0.323, "e_tot_ha": -1218.8676, "symbols": ["Pd", "O", "C", "N", "C", "C", "C", "C", "C", "C", "N", "C", "C", "C", "C", "C", "N", "H", "H", "H", "H", "H", "H", "H", "H", "H", "H", "C", "C", "C", "C", "C", "C", "C", "C", "C", "C", "H", "H", "H", "H", "H", "H", "H", "H", "H", "H", "H", "H"], "coordinates": [[0.07, -0.03, -1.31], [2.35, -1.28, -4.43], [1.52, -1.14, -3.52], [0.97, 0.01, -3.13], [1.37, 1.27, -3.68], [0.91, 2.37, -2.76], [1.11, 3.68, -3.13], [0.69, 4.73, -2.30], [0.07, 4.37, -1.09], [-0.10, 3.04, -0.78], [0.30, 2.01, -1.58], [0.97, -2.28, -2.74], [1.30, -3.59, -3.06], [0.72, -4.65, -2.40], [-0.25, -4.35, -1.41], [-0.50, -3.03, -1.10], [0.10, -1.99, -1.71], [0.92, 1.43, -4.68], [2.47, 1.31, -3.82], [1.58, 3.89, -4.08], [0.84, 5.76, -2.57], [-0.27, 5.13, -0.41], [-0.56, 2.75, 0.15], [2.04, -3.74, -3.84], [0.97, -5.67, -2.62], [-0.77, -5.14, -0.89], [-1.21, -2.78, -0.33], [-2.50, -1.32, 1.83], [-1.48, -0.15, 1.73], [-2.32, 1.12, 1.51], [-0.47, -0.40, 0.64], [-0.63, -0.05, 2.99], [-0.59, -1.04, 3.97], [0.31, -0.97, 5.03], [1.17, 0.11, 5.15], [1.14, 1.10, 4.18], [0.28, 1.00, 3.11], [-3.14, -1.30, 0.95], [-3.11, -1.20, 2.72], [-2.00, -2.29, 1.86], [-2.59, 1.17, 0.45], [-1.77, 2.02, 1.77], [-3.23, 1.11, 2.11], [0.21, -1.21, 0.98], [-1.24, -1.90, 3.93], [0.33, -1.77, 5.76], [1.86, 0.16, 5.97], [1.82, 1.94, 4.26], [0.34, 1.74, 2.32]]}

Record 2
{"formula": "C24H36IrN8PS4Te", "method": "the ωB97M-V functional and the def2-TZVPD basis", "homo_ev": [-10.137, -10.447], "lumo_ha": [-0.11319, -0.18335], "charge": 1, "gap_ev": [7.0573, 5.4574], "multiplicity": 2, "relative_energy_ev": 0.178, "e_tot_ha": -3680.4373, "symbols": ["Ir", "S", "C", "C", "C", "C", "N", "C", "C", "C", "S", "C", "N", "H", "H", "C", "C", "N", "N", "C", "S", "N", "N", "H", "H", "H", "H", "H", "H", "Te", "C", "C", "C", "C", "S", "H", "H", "H", "C", "C", "C", "P", "C", "C", "C", "C", "C", "C", "H", "H", "H", "H", "H", "H", "H", "H", "H", "H", "H", "H", "H", "H", "H", "H", "H", "H", "H", "H", "H", "N", "N", "H", "H", "H", "H"], "coordinates": [[-0.30, -0.10, 0.09], [-2.12, -1.22, -0.60], [-2.38, -2.53, 0.47], [-3.46, -3.41, 0.24], [-3.68, -4.46, 1.10], [-4.77, -5.36, 0.86], [-5.64, -6.09, 0.65], [-2.82, -4.65, 2.22], [-1.78, -3.78, 2.44], [-1.54, -2.71, 1.57], [-0.25, -1.63, 1.90], [-3.04, -5.74, 3.12], [-3.21, -6.62, 3.85], [-4.11, -3.26, -0.61], [-1.14, -3.93, 3.30], [4.87, -2.01, 3.49], [4.20, -2.14, 2.18], [4.48, -3.02, 1.27], [3.61, -2.74, 0.26], [2.79, -1.72, 0.51], [1.72, -1.21, -0.74], [3.18, -1.31, 1.75], [2.66, -0.26, 2.49], [5.63, -2.79, 3.58], [4.15, -2.14, 4.31], [5.34, -1.04, 3.60], [3.61, -3.30, -0.57], [3.35, 0.47, 2.58], [2.31, -0.60, 3.38], [-1.99, 1.37, 1.61], [-0.79, 1.59, 3.32], [-0.03, 2.69, 3.65], [0.59, 2.58, 4.92], [0.28, 1.41, 5.55], [-0.76, 0.44, 4.59], [0.04, 3.57, 3.02], [1.21, 3.35, 5.36], [0.59, 1.08, 6.53], [-2.22, 2.63, -3.72], [-2.17, 1.55, -2.64], [-3.18, 1.93, -1.55], [-0.48, 1.07, -2.05], [0.62, 2.56, -2.03], [1.17, 3.11, -3.35], [-0.03, 3.69, -1.22], [0.16, -0.02, -3.42], [-0.09, 0.48, -4.84], [-0.36, -1.46, -3.36], [-3.21, 2.63, -4.18], [-1.49, 2.50, -4.52], [-2.07, 3.62, -3.29], [-2.52, 0.61, -3.09], [-2.91, 2.86, -1.06], [-3.30, 1.16, -0.79], [-4.16, 2.07, -2.01], [1.49, 2.19, -1.49], [0.39, 3.51, -3.99], [1.74, 2.37, -3.90], [1.85, 3.93, -3.12], [-0.71, 4.27, -1.84], [0.74, 4.38, -0.86], [-0.61, 3.34, -0.36], [1.25, -0.02, -3.24], [-1.16, 0.44, -5.09], [0.42, -0.19, -5.54], [0.27, 1.48, -5.04], [-1.43, -1.49, -3.55], [-0.17, -1.97, -2.42], [0.13, -2.03, -4.15], [2.59, 1.37, 0.74], [1.15, 1.43, 0.83], [2.95, 2.30, 0.92], [2.82, 1.14, -0.22], [0.81, 2.28, 0.39], [0.92, 1.52, 1.82]]}

Record 3
{"formula": "C4H9O2", "method": "the ωB97M-V functional and the def2-TZVPD basis", "homo_ev": [-12.230, -15.792], "lumo_ha": [-0.19395, -0.33879], "charge": 1, "gap_ev": [6.9520, 6.5735], "multiplicity": 3, "relative_energy_ev": 0.000, "e_tot_ha": -307.7744, "symbols": ["C", "C", "C", "C", "O", "O", "H", "H", "H", "H", "H", "H", "H", "H", "H"], "coordinates": [[0.17, 1.23, 0.87], [0.46, 2.58, 1.24], [1.71, -0.89, 0.74], [-1.67, -1.93, -1.82], [1.80, 0.30, 0.84], [-0.55, 0.44, 0.46], [1.39, 2.71, 1.60], [0.30, 3.34, 0.45], [-0.16, 2.86, 2.01], [0.71, -1.34, 0.43], [2.63, -1.33, 0.64], [-0.61, -1.76, -1.89], [-1.84, -2.98, -2.05], [-2.12, -1.82, -0.87], [-2.23, -1.41, -2.62]]}

Record 4
{"formula": "C6H9N2P", "method": "the ωB97M-V functional and the def2-TZVPD basis", "homo_ev": -8.157, "lumo_ha": -0.04016, "gap_ev": 7.0645, "relative_energy_ev": 5.252, "e_tot_ha": -684.6746, "symbols": ["C", "C", "C", "C", "C", "C", "N", "N", "P", "H", "H", "H", "H", "H", "H", "H", "H", "H"], "coordinates": [[0.06, -0.10, 0.21], [-0.81, -1.06, 0.07], [2.25, 1.01, -0.36], [1.28, 2.08, -0.08], [1.11, 0.72, 0.63], [-0.25, -2.47, -0.09], [-2.70, 1.80, -0.10], [-2.15, -1.02, 0.00], [-3.03, 0.34, -0.03], [2.19, 0.51, -1.32], [3.23, 1.06, 0.06], [1.55, 2.89, 0.57], [0.53, 2.32, -0.82], [1.37, 0.70, 1.68], [-0.33, -2.98, 0.87], [0.79, -2.46, -0.40], [-0.85, -3.00, -0.82], [-4.25, -0.35, -0.06]]}

Record 5
{"formula": "C4H10N2O", "method": "the ωB97M-V functional and the def2-TZVPD basis", "homo_ev": -9.250, "lumo_ha": 0.03238, "gap_ev": 10.1310, "smiles": "NCC[C@@H](N)C=O", "relative_energy_ev": 2.145, "e_tot_ha": -343.1226, "symbols": ["O", "C", "C", "C", "C", "N", "N", "H", "H", "H", "H", "H", "H", "H", "H", "H", "H"], "coordinates": [[-2.88, -0.78, -0.62], [-1.79, -0.92, -0.13], [-0.61, 0.05, -0.17], [0.57, -0.42, 0.70], [1.47, 0.84, 0.96], [2.91, 0.50, 0.77], [-0.26, 0.41, -1.55], [-1.63, -1.91, 0.36], [-0.90, 0.99, 0.29], [0.18, -0.74, 1.67], [1.17, -1.12, 0.11], [1.19, 1.62, 0.26], [1.34, 1.28, 1.95], [3.24, 1.23, 0.15], [3.41, 0.65, 1.64], [-0.28, -0.45, -2.09], [-0.87, 1.11, -1.92]]}